No. 1
16
Properties=species:S:1:pos:R:3:forces:R:3:mulliken_charge:R:1 method="wB97M-V/def2-TZVPD" fmax_ev_per_a=0.53 smiles="C=NCC=C1CC1" spin_multiplicity=1 de_lowest_kj_mol=352.31 homo_energy_ev=-8.71 e_lumo_ev=1.054
C 1.658 1.026 -0.385 -0.023 0.112 -0.062 -0.364
C 0.215 1.264 0.000 -0.139 -0.076 0.195 -0.403
N 1.733 -0.352 -0.845 -0.105 -0.322 0.290 -0.457
C 1.500 -1.176 0.088 0.346 -0.164 -0.242 -0.548
C -0.692 0.304 0.118 -0.160 0.467 -0.112 0.242
C -1.991 0.010 0.713 -0.334 0.221 0.056 -0.527
C -1.448 -0.841 -0.426 0.054 -0.150 -0.090 -0.434
H 2.252 1.192 0.536 -0.087 -0.061 -0.189 0.246
H 2.043 1.727 -1.132 -0.148 -0.180 -0.010 0.350
H -0.064 2.256 0.343 0.273 -0.041 0.452 0.335
H 1.458 -0.896 1.153 -0.010 0.004 -0.209 0.324
H 1.260 -2.214 -0.142 0.441 -0.018 -0.081 0.391
H -2.819 0.698 0.607 -0.252 -0.186 -0.133 0.258
H -1.920 -0.485 1.685 -0.068 0.281 -0.164 0.179
H -1.247 -1.901 -0.283 0.094 0.255 0.162 0.229
H -1.846 -0.608 -1.414 0.119 -0.143 0.138 0.179

No. 2
16
Properties=species:S:1:pos:R:3:forces:R:3:mulliken_charge:R:1 method="wB97M-V/def2-TZVPD" fmax_ev_per_a=0.38 smiles=C1[C@H]2N1CC21CC1 spin_multiplicity=1 de_lowest_kj_mol=302.83 homo_energy_ev=-8.89 e_lumo_ev=1.093
C 1.479 1.342 -0.005 0.168 0.211 0.219 -0.281
C 0.446 0.757 -0.870 -0.213 0.211 -0.136 -0.258
N 1.748 0.052 -0.650 0.246 -0.212 -0.085 -0.513
C 1.007 -1.024 0.092 0.010 -0.198 0.073 -0.441
C -0.317 -0.276 -0.076 -0.009 0.030 0.013 0.508
C -1.386 -0.022 0.938 -0.010 0.095 0.190 -0.769
C -1.707 -0.736 -0.349 -0.091 -0.109 -0.180 -0.618
H 1.328 1.392 1.074 -0.087 -0.120 -0.192 0.189
H 2.076 2.154 -0.408 0.031 -0.177 0.008 0.254
H 0.196 1.139 -1.862 -0.077 -0.041 0.368 0.352
H 1.378 -1.247 1.104 -0.141 0.263 -0.204 0.282
H 1.058 -1.941 -0.500 -0.019 0.100 0.039 0.284
H -1.728 1.000 1.088 -0.018 -0.184 -0.086 0.248
H -1.370 -0.631 1.838 0.070 0.126 -0.103 0.255
H -1.951 -1.795 -0.323 0.077 0.158 0.052 0.251
H -2.255 -0.163 -1.092 0.064 -0.152 0.025 0.258

No. 3
16
Properties=species:S:1:pos:R:3:forces:R:3:mulliken_charge:R:1 method="wB97M-V/def2-TZVPD" fmax_ev_per_a=1.13 spin_multiplicity=1 de_lowest_kj_mol=188.19 homo_energy_ev=-9.98 e_lumo_ev=0.723
C 1.432 -0.494 1.063 -0.060 0.017 0.025 -1.097
C 1.498 0.652 0.106 -0.083 0.134 0.009 0.087
C -1.081 -1.016 -1.568 -0.357 -0.101 0.027 -0.478
C -1.854 -0.969 -0.491 -0.030 -0.024 -0.145 -0.573
C 0.619 1.656 0.020 0.171 -0.136 -0.017 -0.374
C -0.545 1.726 0.857 -0.789 0.033 0.593 0.195
N -1.494 1.768 1.522 0.943 0.019 -0.622 -0.454
H 0.507 -0.486 1.645 0.138 0.016 -0.083 0.313
H 1.495 -1.445 0.522 -0.002 0.141 0.062 0.269
H 2.283 -0.454 1.754 -0.101 -0.016 -0.108 0.343
H 2.342 0.668 -0.581 -0.113 0.031 0.097 0.373
H -0.909 -0.159 -2.216 -0.141 -0.177 0.080 0.260
H -2.424 -0.090 -0.215 0.220 -0.004 0.114 0.295
H -0.661 -1.969 -1.860 0.388 0.092 -0.033 0.250
H -1.948 -1.843 0.148 -0.171 0.076 -0.118 0.236
H 0.740 2.455 -0.706 -0.011 -0.103 0.118 0.356

No. 4
16
Properties=species:S:1:pos:R:3:forces:R:3:mulliken_charge:R:1 method="wB97M-V/def2-TZVPD" fmax_ev_per_a=0.28 smiles="CC=C=CN1CC1" spin_multiplicity=1 de_lowest_kj_mol=301.77 homo_energy_ev=-8.36 e_lumo_ev=1.127
C -1.460 -1.909 -1.518 0.059 -0.025 -0.057 -1.026
C -1.775 -0.839 -0.506 0.082 0.160 0.069 -0.135
C -1.025 0.196 -0.224 -0.023 -0.055 0.013 0.131
C -0.341 1.265 0.107 -0.118 -0.065 -0.128 -0.458
N 0.574 1.351 1.184 -0.162 0.003 -0.012 -0.281
C 1.972 1.595 0.874 0.215 0.156 -0.077 -0.414
C 1.517 0.272 1.377 0.059 -0.262 0.078 -0.338
H -2.187 -1.891 -2.339 0.098 0.005 0.127 0.307
H -1.519 -2.902 -1.058 0.020 0.149 -0.060 0.297
H -0.460 -1.778 -1.940 -0.148 0.001 0.061 0.321
H -0.499 2.207 -0.416 -0.009 -0.140 0.051 0.326
H -2.721 -0.945 0.030 0.125 0.035 -0.051 0.318
H 2.480 2.291 1.537 -0.078 -0.133 -0.111 0.246
H 2.258 1.657 -0.175 -0.074 -0.036 0.145 0.252
H 1.484 -0.548 0.660 -0.016 0.137 0.111 0.212
H 1.703 -0.020 2.408 -0.030 0.070 -0.160 0.241

No. 5
16
Properties=species:S:1:pos:R:3:forces:R:3:mulliken_charge:R:1 method="wB97M-V/def2-TZVPD" fmax_ev_per_a=3.78 spin_multiplicity=1 de_lowest_kj_mol=615.74 homo_energy_ev=-7.98 e_lumo_ev=0.996
C 1.926 0.458 -0.089 1.078 -1.386 0.899 -0.735
N 0.769 -0.176 -0.539 0.262 -0.616 -0.429 -0.006
C 0.196 -0.992 0.461 1.084 -0.215 0.200 -0.411
C -1.132 -0.279 0.895 0.105 -0.026 0.356 -0.275
C -1.222 0.995 0.042 0.076 0.080 0.141 -0.628
C -0.568 0.143 -1.069 0.107 0.357 -0.157 -0.286
C -1.089 -1.146 -0.345 0.169 -0.470 0.149 -0.465
H 2.403 1.030 -0.917 0.435 -0.853 0.772 0.313
H 2.387 -0.727 0.593 0.369 3.031 -2.221 0.105
H 1.949 1.012 0.850 -0.566 0.637 -0.031 0.358
H 1.273 -1.396 0.975 -3.449 -0.323 -0.206 0.168
H -1.679 -0.482 1.811 0.195 -0.047 -0.100 0.391
H -0.651 1.884 0.340 -0.119 -0.097 0.022 0.298
H -2.258 1.274 -0.186 0.191 -0.187 0.112 0.314
H -0.627 0.394 -2.134 -0.029 -0.050 0.327 0.443
H -1.676 -1.992 -0.686 0.094 0.165 0.166 0.416

No. 6
16
Properties=species:S:1:pos:R:3:forces:R:3:mulliken_charge:R:1 method="wB97M-V/def2-TZVPD" fmax_ev_per_a=0.65 smiles="C[C@@H]1N=C[C@H]2C[C@@H]12" spin_multiplicity=1 de_lowest_kj_mol=168.45 homo_energy_ev=-9.57 e_lumo_ev=1.142
C -1.308 1.365 0.501 -0.001 0.192 0.031 -1.236
C -0.416 0.803 -0.609 0.055 0.091 0.016 0.231
C 0.919 0.393 0.014 -0.015 -0.009 0.057 -0.354
C 1.601 -0.833 -0.519 0.390 -0.078 -0.193 -0.659
C -0.646 -1.339 -0.153 -0.127 -0.087 -0.204 -0.312
C 0.580 -0.954 0.591 -0.060 -0.268 -0.058 -0.273
N -1.101 -0.464 -0.961 0.038 -0.260 0.358 -0.594
H -2.331 1.495 0.132 0.187 0.083 0.112 0.359
H -0.946 2.283 0.969 0.023 0.100 -0.262 0.357
H -0.327 1.460 -1.483 -0.098 -0.151 0.159 0.380
H 1.516 1.130 0.544 -0.272 -0.182 0.093 0.403
H 1.310 -1.180 -1.510 0.102 -0.108 0.309 0.220
H 2.600 -1.111 -0.226 0.329 0.556 -0.065 0.312
H -0.969 -2.375 -0.165 -0.342 0.048 0.025 0.451
H -1.314 0.588 1.272 -0.216 0.268 0.026 0.297
H 0.833 -1.261 1.603 0.006 -0.193 -0.404 0.420

No. 7
16
Properties=species:S:1:pos:R:3:forces:R:3:mulliken_charge:R:1 method="wB97M-V/def2-TZVPD" fmax_ev_per_a=0.77 spin_multiplicity=1 de_lowest_kj_mol=266.73 homo_energy_ev=-9.12 e_lumo_ev=0.922
C 2.844 0.543 2.190 0.097 0.032 0.071 -1.300
C 1.847 0.150 1.198 -0.251 -0.134 -0.407 1.020
C 1.073 -0.180 0.338 0.410 0.156 0.362 -0.494
C 0.062 -0.584 -0.635 -0.002 0.015 -0.073 -0.554
C -1.322 -0.487 -0.011 -0.234 -0.036 0.137 -0.057
C -2.564 0.152 -1.884 -0.128 0.067 -0.287 -0.729
N -2.455 -0.374 -0.551 0.345 0.604 0.337 -0.526
H 2.759 1.606 2.432 0.012 -0.146 -0.024 0.299
H 3.848 0.360 1.796 -0.095 0.044 0.103 0.287
H 2.730 -0.031 3.115 0.004 0.082 -0.138 0.300
H 0.205 -1.644 -0.891 0.032 0.152 0.027 0.247
H 0.186 -0.028 -1.571 -0.143 -0.012 0.206 0.282
H -1.332 -0.507 1.075 0.183 -0.649 0.166 0.417
H -1.668 0.121 -2.518 -0.158 -0.175 0.089 0.265
H -2.802 1.203 -1.689 -0.126 -0.029 -0.457 0.279
H -3.411 -0.301 -2.396 0.053 0.029 -0.111 0.264

No. 8
16
Properties=species:S:1:pos:R:3:forces:R:3:mulliken_charge:R:1 method="wB97M-V/def2-TZVPD" fmax_ev_per_a=1.06 smiles=CC#CCN1CC1 spin_multiplicity=1 de_lowest_kj_mol=375.73 homo_energy_ev=-8.94 e_lumo_ev=1.083
C 3.231 0.331 0.115 -0.271 0.528 -0.384 -1.047
C 1.909 0.388 -0.481 0.875 0.364 0.480 0.152
C 0.787 0.067 -0.689 -0.873 -0.337 0.143 -0.082
C -0.329 -0.864 -0.661 -0.115 0.641 -0.244 -0.330
N -1.350 -0.564 0.340 0.048 -0.209 -0.090 -0.291
C -2.684 -0.272 -0.137 -0.322 -0.054 -0.086 -0.462
C -1.850 0.790 0.475 0.046 0.181 0.015 -0.296
H 3.973 0.452 -0.667 0.465 0.074 0.294 0.310
H 3.254 -0.669 0.534 0.551 -0.131 0.241 0.259
H 3.309 1.078 0.909 0.348 -0.109 -0.167 0.297
H -0.688 -0.946 -1.687 -0.538 -0.318 0.012 0.235
H 0.160 -1.779 -0.355 -0.246 -0.592 -0.181 0.293
H -3.487 -0.747 0.418 0.008 0.130 -0.088 0.249
H -2.834 -0.208 -1.216 0.024 -0.062 0.174 0.239
H -1.447 1.555 -0.188 -0.052 -0.115 0.095 0.240
H -2.032 1.103 1.501 0.052 0.008 -0.214 0.234

No. 9
16
Properties=species:S:1:pos:R:3:forces:R:3:mulliken_charge:R:1 method="wB97M-V/def2-TZVPD" fmax_ev_per_a=6.80 smiles=CCc1cc[nH]c1 spin_multiplicity=1 de_lowest_kj_mol=238.86 homo_energy_ev=-7.76 e_lumo_ev=1.127
C -0.782 -1.961 -0.769 -0.348 -1.430 0.153 -1.093
C -0.579 -0.585 -1.383 -0.113 1.418 3.011 -0.152
C 0.071 0.327 -0.222 -0.732 0.924 -1.832 0.328
C 0.415 1.726 -0.306 0.342 -1.796 0.185 -0.623
N 0.710 2.161 1.005 0.006 -6.671 -1.315 -0.019
C 0.830 0.962 1.846 -1.676 0.961 -1.833 -0.661
C 0.303 -0.175 1.067 0.929 4.016 2.763 -0.238
H -1.006 -2.731 -1.577 0.649 0.851 0.880 0.313
H 0.251 -2.185 -0.233 -2.588 -0.220 -0.851 0.300
H -1.746 -2.020 -0.137 1.904 0.150 -0.284 0.242
H 0.253 -0.760 -2.031 -0.153 0.596 -1.582 0.290
H -1.576 -0.103 -1.675 1.855 -0.698 -0.397 0.261
H 0.839 2.227 -1.255 -1.371 -0.391 1.883 0.235
H 1.004 3.052 1.164 1.278 2.537 0.921 0.153
H 1.126 1.101 2.914 -0.609 -0.317 -1.169 0.341
H -0.111 -1.037 1.592 0.626 0.070 -0.531 0.325

No. 10
16
Properties=species:S:1:pos:R:3:forces:R:3:mulliken_charge:R:1 method="wB97M-V/def2-TZVPD" fmax_ev_per_a=0.85 spin_multiplicity=1 de_lowest_kj_mol=257.00 homo_energy_ev=-8.19 e_lumo_ev=0.976
C 1.776 -0.714 0.806 0.026 -0.002 -0.005 -1.436
C 0.552 -0.326 0.021 0.190 -0.196 -0.076 1.319
C 0.547 0.880 -0.897 0.056 0.173 -0.119 -0.789
C -0.329 0.882 0.322 -0.089 -0.073 0.106 -0.254
C -1.739 0.369 0.170 0.126 -0.027 -0.104 -0.634
N -1.500 -0.843 -0.652 0.199 -0.140 -0.108 -0.023
C -0.281 -1.366 -0.678 -0.480 0.692 0.100 -0.875
H 1.498 -1.251 1.720 0.054 0.068 -0.129 0.291
H 2.354 0.170 1.096 -0.068 -0.128 -0.044 0.335
H 2.414 -1.374 0.209 -0.079 0.113 0.085 0.351
H 1.429 1.515 -0.879 -0.136 -0.084 0.106 0.290
H 0.114 0.750 -1.889 0.039 0.076 0.237 0.243
H -0.105 1.575 1.129 -0.003 -0.250 -0.112 0.369
H -2.469 1.043 -0.297 0.263 -0.121 -0.036 0.332
H -2.222 -1.165 -1.279 -0.040 -0.304 0.294 0.211
H -2.127 0.046 1.147 -0.059 0.206 -0.196 0.271